A molecular structure, C34H34N11O5Rb. Source: the Open Molecules 2025 dataset; level of theory: the ωB97M-V functional and the def2-TZVPD basis.

Last column: Mulliken charge in e.
Atoms and positions in Å:
Rb  0.74682  0.32180  0.18524  0.61
O  -4.05051  -0.95875  -0.54621  -0.79
C  -3.18803  -0.70766  0.32693  -0.26
N  -2.26445  -1.46402  0.87718  0.34
C  -2.27580  -2.85661  0.61461  -0.25
C  -3.39170  -3.60104  1.00136  -0.15
C  -3.47668  -4.97010  0.79701  -0.77
C  -2.41170  -5.61413  0.17810  -0.66
C  -1.28105  -4.89670  -0.17962  -0.47
C  -1.15723  -3.51157  0.04891  -0.21
N  -0.03644  -2.77907  -0.35147  0.23
C  1.15548  -3.36364  -0.36297  0.16
O  1.54370  -4.45976  0.09001  -0.74
C  2.20988  -2.56387  -1.10943  0.49
C  2.27950  -2.68274  -2.49939  -0.59
C  3.30181  -2.04625  -3.17845  -0.35
C  4.21894  -1.29089  -2.45829  -0.59
C  4.06682  -1.22205  -1.08295  -0.30
N  3.10224  -1.85719  -0.41570  -0.26
C  -3.17932  0.72199  0.82888  0.04
C  -3.92071  1.06412  1.96140  -0.44
C  -3.95367  2.38607  2.36295  -0.53
C  -3.23709  3.32856  1.63173  -0.81
C  -2.52197  2.89254  0.52998  -0.25
N  -2.49679  1.62262  0.12907  0.30
H  -4.21674  -3.06846  1.46350  0.33
H  -4.35672  -5.51970  1.11319  0.33
H  -2.45666  -6.68015  -0.02245  0.35
H  -0.44585  -5.40650  -0.63870  0.40
H  1.53524  -3.27362  -3.02031  0.40
H  3.37860  -2.12446  -4.25743  0.40
H  5.01554  -0.74807  -2.95231  0.39
H  4.74902  -0.63144  -0.47823  0.45
H  -4.45417  0.29095  2.50229  0.54
H  -4.52263  2.68255  3.23707  0.42
H  -3.23153  4.37255  1.91719  0.38
H  -1.93361  3.58362  -0.06581  0.43
O  4.83611  2.93421  1.07014  -0.87
C  3.80878  2.20371  1.00091  -0.37
N  3.05744  1.91452  -0.03324  0.20
C  3.48345  2.51804  -1.26100  -1.41
C  2.86079  1.91553  -2.50370  0.55
C  3.35337  2.31311  -3.75251  -0.62
C  2.78413  1.81169  -4.90524  -0.62
C  1.73459  0.90651  -4.79739  -1.00
C  1.32270  0.55115  -3.52705  -0.82
N  1.86064  1.04008  -2.40829  1.15
C  3.31246  1.58764  2.30294  0.65
C  3.52765  2.27608  3.49740  -0.83
C  3.08800  1.71933  4.68458  -0.30
C  2.45532  0.48141  4.65559  -0.76
C  2.28387  -0.12913  3.42419  -0.22
N  2.70059  0.40275  2.27673  0.11
H  4.57682  2.48836  -1.37501  0.40
H  3.23364  3.59281  -1.28271  0.31
H  4.18026  3.01371  -3.79846  0.45
H  3.14914  2.11775  -5.87959  0.38
H  1.25461  0.48801  -5.67260  0.44
H  0.51962  -0.16740  -3.39161  0.58
H  4.03469  3.23110  3.45744  0.44
H  3.23438  2.23788  5.62533  0.39
H  2.10359  0.00467  5.56156  0.38
H  1.79274  -1.09601  3.34682  0.43
C  -2.04266  -1.12344  4.43660  -1.20
N  -1.40905  -0.48807  3.30910  0.71
C  -1.01927  0.79369  3.30435  0.16
N  -1.17829  1.49505  4.51343  -0.56
O  -0.50889  1.35065  2.33149  -0.52
H  -2.22406  -2.16569  4.17796  0.34
H  -3.01262  -0.67152  4.69851  0.34
H  -1.40652  -1.08853  5.32461  0.32
H  -1.60156  -0.90012  2.35173  0.11
H  -2.06771  1.35147  4.97010  0.25
H  -0.97473  2.47056  4.36111  0.36
C  -2.90539  -0.01489  -3.35723  -1.15
N  -1.96424  0.90350  -2.75100  0.69
C  -1.64976  2.12498  -3.23481  0.46
N  -2.17443  2.40220  -4.50333  -0.55
O  -0.93505  2.93782  -2.66090  -0.63
H  -3.05611  -0.85216  -2.68196  0.28
H  -2.53736  -0.37862  -4.32199  0.35
H  -3.89098  0.44425  -3.49929  0.34
H  -1.66948  0.72842  -1.80021  -0.20
H  -3.05402  1.97333  -4.73843  0.21
H  -2.10972  3.38068  -4.72192  0.28

Cartesian forces, eV/Å:
-0.3 -0.5 -0.3
0.0 0.0 0.1
0.1 -0.1 -0.2
0.1 0.0 0.1
-0.1 0.1 0.0
0.0 0.0 0.0
0.1 0.0 0.0
0.0 0.1 0.0
0.0 0.0 0.0
0.1 -0.1 0.0
0.0 0.1 -0.1
-0.2 0.0 0.0
0.0 0.0 0.0
0.2 -0.1 -0.1
0.0 0.1 -0.1
0.0 0.0 0.0
0.0 0.0 0.0
0.0 -0.1 0.0
-0.1 0.0 0.0
-0.1 0.0 0.1
0.0 0.1 0.0
0.1 0.0 -0.1
-0.1 -0.1 0.1
0.0 0.0 -0.1
0.1 0.0 0.0
0.0 0.0 0.0
0.0 0.0 0.0
0.0 0.0 0.0
0.0 0.0 0.0
0.0 0.0 0.0
0.0 0.0 0.0
0.0 0.0 0.0
-0.1 0.0 0.0
0.0 0.0 0.0
0.0 0.0 0.0
0.0 0.0 0.0
0.0 0.0 0.0
-0.1 0.0 0.0
-0.1 0.1 -0.1
0.1 0.0 0.0
0.0 0.0 0.1
-0.1 -0.1 0.0
0.0 0.0 -0.1
0.0 0.0 0.0
0.1 0.0 0.0
0.0 0.0 0.1
0.1 0.1 -0.1
0.1 -0.1 0.1
0.0 0.0 0.1
0.0 0.0 -0.1
0.0 0.1 0.0
0.1 0.0 0.0
0.1 0.1 0.2
0.0 0.0 -0.1
0.0 0.0 0.0
0.0 0.0 0.0
0.0 0.0 0.0
0.0 0.0 0.0
0.0 0.0 0.0
0.0 0.0 0.0
0.0 0.0 0.0
0.0 0.0 0.0
0.0 0.0 0.0
0.0 0.1 0.0
0.0 -0.2 -0.1
0.2 0.5 0.0
0.0 -0.1 -0.1
-0.2 -0.1 0.7
0.0 0.0 0.0
0.0 0.0 0.0
0.0 0.0 0.0
0.1 0.0 0.1
0.0 0.0 0.0
0.0 0.1 0.0
0.1 0.0 0.0
0.2 -0.1 -0.1
0.0 0.1 0.1
0.1 -0.1 0.0
-0.1 -0.1 -0.1
0.0 0.0 0.1
0.0 0.0 0.0
0.0 0.0 0.0
-0.3 0.2 0.0
0.0 0.0 0.0
0.0 0.1 0.0

Calculated values
Orbital gap   5.3 eV
Charge   -2
ΔE to the lowest compared entry with this formula, charge and spin   135.2 kJ/mol
LUMO level   3.7 eV
2S+1   1

2 unconnected molecules or ions with the total composition C3H11N2O in a non-equilibrium geometry. Source: the Open Molecules 2025 dataset; level of theory: the ωB97M-V functional and the def2-TZVPD basis.

Last column: Mulliken charge in e.
Atoms and positions in Å:
C  -1.53236  0.08318  1.38943  -1.28
C  -0.56828  0.08347  0.39408  0.28
C  -0.74171  0.20975  -0.86090  0.00
N  -1.94145  -0.00385  -1.58411  -0.52
N  0.74319  -0.24656  0.95813  -0.27
H  -2.45821  -0.24202  0.91556  0.33
H  -1.37045  -0.63934  2.20770  0.38
H  -1.74400  1.11476  1.82369  0.25
H  0.18919  0.34540  -1.43652  0.25
H  -2.65353  -0.44481  -1.10566  0.22
H  -1.66437  -0.46912  -2.45803  0.27
H  0.85280  0.20012  1.85146  0.40
H  0.79590  -1.25142  1.04152  0.35
H  1.60514  0.08213  0.29136  0.37
H  3.68723  0.50692  0.16870  0.31
H  3.35146  -0.13545  -1.31392  0.32
O  3.10634  0.05341  -0.39246  -0.65

Cartesian forces, eV/Å:
-3.9 0.3 2.9
2.3 -0.2 2.1
-0.1 -0.8 -4.4
3.6 1.6 -1.5
2.2 1.8 -2.6
-0.4 0.2 0.4
0.0 0.4 -0.2
0.3 -1.2 -0.3
-0.8 -0.2 -0.3
-1.6 -1.1 1.1
-0.8 0.4 0.5
0.2 0.1 0.7
0.2 -0.4 0.3
-1.4 -1.0 1.3
2.0 1.0 0.4
0.6 0.5 0.8
-2.6 -1.4 -1.1

Calculated values
Orbital gap   9.4 eV
Charge   +1
ΔE to the lowest compared entry with this formula, charge and spin   224.8 kJ/mol
LUMO level   -3.3 eV
2S+1   1

A molecular structure, C43H54FN2NaO3SSi in a non-equilibrium geometry. Source: the Open Molecules 2025 dataset; level of theory: the ωB97M-V functional and the def2-TZVPD basis.

Last column: Mulliken charge in e.
Atoms and positions in Å:
Na  0.00172  0.91765  -1.88896  1.36
C  -4.42876  -4.30321  0.64734  -1.65
C  -5.26394  -3.34421  -0.20303  0.45
C  -6.40970  -2.79949  0.64427  -1.05
C  -7.22034  -1.78053  -0.14153  -1.14
C  -6.30975  -0.67069  -0.58446  1.05
C  -6.77263  0.62963  -0.68336  -0.79
C  -5.91459  1.62585  -1.11701  0.18
F  -6.39907  2.89027  -1.19008  -0.40
C  -4.62234  1.36865  -1.47595  -1.09
C  -4.13601  0.05961  -1.37670  0.58
C  -2.74387  -0.19562  -1.79134  1.43
O  -2.06117  0.71051  -2.25797  -1.03
C  -2.31622  -1.56863  -1.63800  -0.08
C  -3.17535  -2.48618  -1.15179  -0.53
N  -4.45799  -2.24164  -0.73794  0.48
C  -4.97227  -0.96142  -0.89421  -0.68
C  -0.90137  -2.07675  -1.99256  -0.20
O  -0.78589  -3.31614  -2.08218  -0.89
O  -0.02119  -1.19839  -2.11718  -0.60
H  -5.09953  -4.99868  1.15392  0.43
H  -3.86661  -3.74428  1.39730  0.30
H  -3.72502  -4.88516  0.05661  0.53
H  -5.69289  -3.90646  -1.04436  0.09
H  -5.99021  -2.32182  1.53447  0.32
H  -7.03236  -3.63613  0.96513  0.43
H  -8.03791  -1.37816  0.45957  0.41
H  -7.66790  -2.27093  -1.01324  0.32
H  -7.79544  0.86186  -0.41532  0.47
H  -3.94550  2.13430  -1.83336  0.63
H  -2.81702  -3.50179  -1.07785  0.65
C  5.06566  -3.62660  -3.34723  -1.89
C  4.45481  -3.02697  -2.07054  2.40
C  3.03096  -3.56867  -1.91018  -1.97
C  5.27058  -3.48046  -0.85044  -1.78
C  4.47682  -1.50387  -2.17605  0.09
C  5.70469  -0.82230  -2.19171  -0.23
C  5.77825  0.56057  -2.25726  -1.32
C  4.59566  1.28277  -2.31299  1.62
S  4.32162  2.99877  -2.34313  -0.51
C  2.54401  2.69250  -2.35960  0.23
N  2.26102  1.43683  -2.36695  -0.21
C  3.35760  0.61982  -2.32703  -2.66
C  3.30399  -0.77258  -2.25758  0.94
C  1.56831  3.76136  -2.23807  1.35
C  1.99790  5.09244  -2.10530  -0.74
C  1.07791  6.08485  -1.84060  -0.62
C  -0.26694  5.73714  -1.70043  -0.60
C  -0.66548  4.41778  -1.85289  -0.15
C  0.21273  3.35243  -2.14083  -0.79
H  5.06405  -4.71953  -3.28957  0.45
H  6.09342  -3.28778  -3.49678  0.34
H  4.47674  -3.32358  -4.21510  0.39
H  3.06719  -4.65449  -1.78746  0.53
H  2.40761  -3.34897  -2.77738  0.40
H  2.53702  -3.14236  -1.03666  0.15
H  5.20996  -4.56750  -0.74444  0.47
H  4.86917  -3.02497  0.05686  0.30
H  6.32478  -3.20827  -0.93426  0.33
H  6.63450  -1.37837  -2.14204  0.34
H  6.73570  1.06780  -2.23696  0.34
H  2.31662  -1.22257  -2.23529  0.60
H  3.05627  5.33429  -2.17850  0.28
H  1.39486  7.11616  -1.72506  0.34
H  -0.99471  6.51198  -1.46710  0.35
H  -1.72625  4.18830  -1.73839  0.19
C  1.21064  -1.11226  3.49443  -2.08
C  0.69516  -0.90218  2.06162  3.66
C  1.63998  -1.62916  1.09557  -1.87
C  -0.65316  -1.61818  1.94836  -2.52
Si  0.55815  0.99783  1.43880  -0.71
C  2.16908  1.91585  2.19634  2.78
C  3.42855  1.14214  1.79604  -2.22
C  2.28974  3.29070  1.53327  -1.91
C  2.19414  2.12632  3.71825  -1.85
C  -1.02682  1.78173  2.37946  3.05
C  -2.26990  1.38289  1.57187  -1.94
C  -0.96487  3.31006  2.31654  -2.34
C  -1.24332  1.38176  3.84675  -1.87
H  1.19788  -2.18357  3.76233  0.51
H  0.59529  -0.58180  4.22561  0.28
H  2.24104  -0.76531  3.59816  0.38
H  1.76681  -2.67928  1.40668  0.56
H  2.62752  -1.16625  1.05286  0.01
H  1.22655  -1.61813  0.08573  -0.30
H  -0.52606  -2.69111  2.16324  0.51
H  -1.05581  -1.52806  0.93611  0.21
H  -1.39164  -1.23167  2.65434  0.44
H  3.44091  0.95814  0.71719  0.22
H  3.50730  0.17902  2.30634  0.33
H  4.32752  1.72463  2.04981  0.58
H  2.29091  3.19370  0.45036  0.18
H  3.22979  3.77983  1.83563  0.51
H  1.46920  3.95786  1.79557  0.32
H  2.07220  1.18756  4.26328  0.25
H  1.39922  2.80825  4.02967  0.28
H  3.15058  2.57677  4.03692  0.50
H  -2.15054  1.68903  0.52895  0.05
H  -3.16972  1.87392  1.97781  0.64
H  -2.44437  0.30583  1.58002  0.10
H  -0.75890  3.64830  1.29709  0.28
H  -0.19699  3.71619  2.97886  0.42
H  -1.92906  3.73900  2.63227  0.57
H  -1.43427  0.31136  3.95014  0.29
H  -2.11424  1.91015  4.27368  0.53
H  -0.37439  1.63013  4.46076  0.22

Cartesian forces, eV/Å:
0.7 0.6 0.5
0.0 0.1 -0.1
-0.1 -0.2 0.2
0.0 0.1 -0.2
0.1 -0.1 0.1
-0.3 0.2 0.0
0.2 -0.4 0.0
0.1 0.1 -0.1
0.0 0.1 0.0
0.1 -0.1 0.0
-0.5 0.1 0.2
0.3 -0.1 -0.1
-1.1 0.0 -0.1
0.3 -0.1 -0.2
-0.3 0.1 0.1
0.2 0.0 -0.1
0.2 0.2 -0.1
0.0 -0.1 0.1
0.0 0.1 0.0
0.0 -0.8 -0.2
0.0 0.0 0.0
0.0 0.0 0.0
0.0 0.0 0.0
0.0 0.0 0.0
0.0 0.0 0.0
0.0 0.0 0.0
0.0 0.0 0.0
0.0 0.0 0.0
0.0 0.1 0.0
0.0 0.0 0.0
0.0 0.0 0.0
0.0 0.0 0.1
0.0 -0.1 0.0
0.1 0.1 0.0
0.0 0.0 0.0
-0.1 0.0 0.0
0.1 0.2 0.0
0.0 -0.1 0.0
-0.2 0.1 -0.1
-0.3 -0.1 0.0
0.9 -0.3 0.1
-0.2 0.0 -0.1
0.6 0.1 0.0
-0.1 0.1 0.1
-0.6 0.5 0.1
0.1 -0.3 0.0
0.0 0.2 0.0
0.0 0.1 0.0
0.1 0.0 -0.1
0.1 0.3 -0.1
0.0 0.0 0.0
0.0 0.0 0.0
0.0 0.0 0.0
0.0 0.0 0.0
0.0 0.0 0.0
0.0 0.0 0.0
0.0 0.0 0.0
0.0 0.0 0.0
0.0 0.0 0.0
0.0 0.0 0.0
0.0 0.0 0.0
0.0 0.0 0.0
0.0 0.1 0.0
0.0 0.0 0.0
0.0 0.0 0.0
0.0 0.1 0.0
0.0 -0.1 -0.1
0.1 0.1 0.5
0.0 0.0 0.0
0.0 0.0 0.0
-0.1 0.0 -0.8
-0.1 0.0 0.4
0.0 0.0 0.0
0.0 0.0 0.0
0.1 0.0 -0.1
0.0 -0.1 0.3
0.1 0.0 0.0
0.1 -0.1 0.0
-0.1 0.1 -0.1
0.0 0.0 0.0
0.1 0.0 0.0
-0.1 -0.1 0.1
0.0 0.0 0.0
0.0 -0.1 0.0
0.0 0.0 -0.1
0.0 0.0 0.0
0.0 0.0 0.0
0.0 0.0 0.0
0.0 0.0 0.0
0.0 0.1 0.0
0.0 0.0 0.0
0.0 0.0 -0.2
0.0 0.0 0.0
0.1 0.0 0.0
0.0 0.1 0.0
0.0 0.0 0.0
0.0 0.0 0.0
0.0 0.0 0.0
0.0 0.0 0.0
0.0 0.0 0.0
0.0 0.1 0.0
0.0 0.0 0.0
0.0 0.0 0.0
0.0 0.0 0.0
0.0 0.0 0.0
-0.1 0.0 0.0

Calculated values
Orbital gap   3.6 eV
Charge   -2
ΔE to the lowest compared entry with this formula, charge and spin   4.4 kJ/mol
LUMO level   3.7 eV
2S+1   1

C8H16O in the gas phase in a non-equilibrium geometry. Source: the Open Molecules 2025 dataset; level of theory: the ωB97M-V functional and the def2-TZVPD basis.

Last column: Mulliken charge in e.
Atoms and positions in Å:
C  1.04068  0.07186  0.38121  2.06
C  -1.39346  0.10546  -0.56069  0.55
C  -0.47044  -0.06546  0.64838  -1.24
C  1.77347  -0.19986  1.70002  -1.93
C  1.38040  1.49055  -0.08387  -1.75
C  1.51012  -0.94385  -0.66349  -1.80
C  -1.98994  -1.20902  -1.06413  -1.69
C  -2.53810  1.11606  -0.23761  -0.11
O  -2.57414  1.85048  0.70355  -0.47
H  -0.85267  0.57749  -1.38934  0.18
H  -0.74599  0.68946  1.39136  0.54
H  -0.65766  -1.04290  1.09797  0.50
H  -3.25248  1.03816  -1.07681  0.29
H  1.47218  0.51800  2.46036  0.41
H  0.95025  1.70724  -1.05841  0.36
H  1.27732  -1.95776  -0.34335  0.38
H  2.85038  -0.12091  1.56263  0.44
H  1.54983  -1.20025  2.06761  0.43
H  2.45836  1.61365  -0.16280  0.46
H  1.00262  2.22402  0.62368  0.39
H  2.58758  -0.87188  -0.80008  0.47
H  1.03826  -0.76926  -1.62775  0.33
H  -2.59324  -1.67379  -0.28623  0.41
H  -1.20167  -1.90335  -1.34586  0.31
H  -2.62167  -1.04415  -1.93634  0.47

Cartesian forces, eV/Å:
0.0 -0.1 0.1
-0.3 0.5 0.9
0.2 0.2 -0.1
-0.1 0.0 -0.2
-0.1 -0.2 0.1
-0.1 0.2 0.2
0.0 0.3 0.0
1.5 -1.4 -1.0
-0.5 0.1 -0.1
0.0 0.1 0.0
0.0 -0.1 0.0
0.0 -0.1 0.1
-0.8 0.6 0.3
0.0 0.1 0.1
0.0 0.1 -0.1
0.0 -0.1 0.0
0.1 0.0 0.0
0.0 -0.1 0.0
0.1 0.0 0.0
0.0 0.1 0.1
0.1 0.0 -0.1
-0.1 0.0 -0.2
0.0 -0.1 0.1
0.0 0.0 0.0
-0.1 0.0 -0.1

Calculated values
Orbital gap   10.5 eV
SMILES string   C[C@@H](C=O)CC(C)(C)C
ΔE to the lowest compared entry with this formula, charge and spin   0.8 kJ/mol
LUMO level   0.8 eV
2S+1   1

3 unconnected molecules or ions with the total composition C5H10Cl6O3S in a non-equilibrium geometry. Source: the Open Molecules 2025 dataset; level of theory: the ωB97M-V functional and the def2-TZVPD basis.

Last column: Mulliken charge in e.
Atoms and positions in Å:
O  -0.57705  1.68396  3.61326  -0.59
S  -0.99430  0.50655  2.87302  1.13
O  -0.67805  -0.79156  3.39186  -0.58
O  -2.63051  0.60524  2.53782  -0.31
C  -3.13291  1.78692  2.06421  -0.24
C  -4.73456  2.00694  2.38075  -1.20
C  -0.32766  0.60026  1.10015  -0.92
H  -2.94129  1.86106  0.99375  0.30
H  -2.61898  2.63231  2.52170  0.37
H  -4.91430  1.97518  3.45536  0.33
H  -5.37489  1.24496  1.93638  0.31
H  -5.11709  2.98107  2.07608  0.36
H  -0.65548  1.58638  0.77119  0.36
H  -0.77285  -0.14715  0.44343  0.35
H  0.75847  0.50871  1.10510  0.32
C  4.05192  -2.99711  -4.90263  -0.04
Cl  2.60425  -3.33479  -3.90638  -0.09
Cl  5.62342  -2.74327  -3.98142  -0.09
Cl  3.70929  -1.47438  -5.86663  -0.12
H  4.16499  -3.85448  -5.56613  0.36
C  2.89915  -0.95760  -1.51449  0.26
Cl  1.76920  -2.04911  -0.70568  -0.12
Cl  4.59200  -1.37977  -1.15917  -0.10
Cl  2.51551  0.73924  -1.06385  -0.15
H  2.78165  -0.98952  -2.59766  0.09

Cartesian forces, eV/Å:
-0.7 -1.0 -1.0
0.6 0.6 -1.5
-0.9 0.6 -0.2
1.9 -2.4 1.5
-2.5 2.9 -0.3
1.7 -0.8 0.1
-0.8 0.4 1.4
-0.3 0.0 -0.2
0.0 0.1 0.1
0.3 -0.2 0.1
0.3 -0.1 -0.2
0.5 0.0 -0.4
0.3 0.0 -0.1
-0.1 -0.2 0.5
-0.2 0.1 0.3
0.2 1.1 0.1
0.9 0.0 -0.1
-1.5 -0.5 -0.9
0.4 -1.2 0.6
0.2 0.4 0.1
0.2 0.5 0.0
0.2 0.1 -0.2
-0.7 0.3 0.2
0.3 -0.4 -0.1
-0.1 -0.3 0.3

Calculated values
Orbital gap   11.1 eV
SMILES string   CCOS(C)(=O)=O.ClC(Cl)Cl.ClC(Cl)Cl
LUMO level   0.0 eV
2S+1   1